# C2H5BO3

A 2-piece molecular cluster, C2H5BO3 overall (wB97M-V/def2-TZVPD, OMol25).

Each line ends with the Mulliken charge.
Geometry (Å):
1 B 1.469 -0.807 0.252  0.297
2 C -1.143 -0.930 0.072  0.272
3 C -1.954 -0.068 0.916  -0.791
4 O -1.477 -1.767 -0.709  -0.412
5 O 2.199 -1.935 0.314  -0.404
6 O 1.875 0.446 0.398  -0.350
7 H -2.738 -0.598 1.499  0.302
8 H -1.208 0.409 1.523  0.236
9 H -2.380 0.640 0.208  0.258
10 H 3.085 -1.977 -0.081  0.304
11 H 2.854 0.531 0.554  0.287

Properties
* calculated total energy: -8973.09409 eV
* HOMO energy (spin up / spin down): -7.31 / -7.31 eV
* charge: 0



# C2H5BrCl2Si

C2H5BrCl2Si as an isolated structure (wB97M-V/def2-TZVPD, OMol25).

Each line ends with the Mulliken charge.
Geometry (Å):
1 C -1.108 -0.327 -1.235  -0.979
2 C 0.456 0.596 1.607  -0.804
3 Si 0.635 -0.090 -0.632  0.734
4 Cl 1.597 -1.771 -0.645  -0.195
5 Cl 1.601 1.311 -1.660  -0.238
6 Br 0.361 -0.748 2.948  -0.131
7 H -1.758 0.238 -0.540  0.290
8 H -1.512 -0.221 -2.233  0.360
9 H -1.355 -1.313 -0.839  0.285
10 H 1.462 1.176 1.601  0.282
11 H -0.380 1.150 1.627  0.396

Properties
* calculated total energy: -105121.91697 eV
* HOMO energy: -9.08 eV
* charge: 0



# C2H5BrClN

A 2-piece molecular cluster, C2H5BrClN overall (wB97M-V/def2-TZVPD, OMol25).

Each line ends with the Mulliken charge.
Geometry (Å):
1 C -1.560 1.151 0.237  -0.699
2 C 1.913 -0.285 -0.699  -0.134
3 N 1.290 -1.353 -0.551  -0.189
4 Cl 2.950 0.072 0.753  -0.210
5 Br -1.896 -0.690 0.527  -0.151
6 H -0.801 1.368 0.962  0.235
7 H -1.268 1.488 -0.699  0.322
8 H -2.458 1.592 0.502  0.297
9 H 0.578 -1.394 -1.301  0.301
10 H 1.251 -1.950 0.268  0.227

Properties
* calculated total energy: -86208.02711 eV
* HOMO energy: -9.03 eV
* charge: 0



# C2H5BrClN3O

One molecule with the formula C2H5BrClN3O (wB97M-V/def2-TZVPD, OMol25).

Each line ends with the Mulliken charge.
Geometry (Å):
1 C 1.601 -0.670 -0.339  0.568
2 C -1.069 1.070 0.013  -0.504
3 N 1.279 -1.394 0.649  -0.638
4 N 0.856 0.193 -1.074  -0.141
5 N 3.183 -0.507 -0.875  -0.250
6 O -0.559 0.178 -0.984  -0.261
7 Cl 4.181 -1.919 -0.794  -0.044
8 Br 3.761 0.894 0.172  0.038
9 H -1.975 0.501 0.030  0.256
10 H -1.060 2.164 -0.352  0.212
11 H -0.667 1.136 0.988  0.290
12 H 2.089 -1.785 1.116  0.251
13 H 1.217 0.549 -1.878  0.223

Properties
* calculated total energy: -91232.48127 eV
* HOMO energy: -9.38 eV
* charge: 0



# C2H5BrFPS2

A 2-piece molecular cluster, C2H5BrFPS2 overall (wB97M-V/def2-TZVPD, OMol25).

Each line ends with the Mulliken charge.
Geometry (Å):
1 C -1.361 -0.472 -0.113  -0.259
2 C -0.921 0.499 1.056  -0.568
3 F -0.071 -0.687 -0.786  -0.271
4 P 2.163 0.563 -0.908  0.399
5 S 3.158 -1.006 -1.145  -0.168
6 S 0.242 -0.343 2.205  -0.170
7 Br 1.862 1.745 -2.878  -0.240
8 H -1.722 -1.541 0.201  0.260
9 H -1.984 0.106 -0.799  0.266
10 H -0.342 1.262 0.455  0.234
11 H -1.713 0.906 1.581  0.417
12 H 0.688 -1.031 1.131  0.100

Properties
* calculated total energy: -105874.11411 eV
* HOMO energy: -9.27 eV
* charge: 0



# C2H5BrI2OSi

One molecule with the formula C2H5BrI2OSi (wB97M-V/def2-TZVPD, OMol25).

Each line ends with the Mulliken charge.
Geometry (Å):
1 C 1.523 0.507 0.631  -0.688
2 C 0.960 -0.416 -0.473  -0.308
3 O -0.314 -0.082 -0.992  -0.243
4 Si -1.904 -0.008 -0.273  0.384
5 Br -3.301 0.031 -1.994  -0.202
6 I -2.311 -2.000 1.150  -0.074
7 I -2.126 1.971 1.123  -0.030
8 H 1.922 1.456 0.124  0.235
9 H 0.688 0.651 1.242  0.164
10 H 2.299 -0.204 1.054  0.293
11 H 0.854 -1.555 -0.154  0.263
12 H 1.710 -0.350 -1.440  0.207

Properties
* calculated total energy: -98327.50259 eV
* HOMO energy: -9.84 eV
* charge: 0



# C2H5BrI2OSi

A 2-piece molecular cluster, C2H5BrI2OSi overall (wB97M-V/def2-TZVPD, OMol25).

Each line ends with the Mulliken charge.
Geometry (Å):
1 C 1.570 0.018 0.363  -1.008
2 C 1.103 -0.035 -1.093  -0.171
3 O -0.081 0.631 -1.279  -0.566
4 Si -2.239 0.101 0.484  0.464
5 Br -2.279 0.935 2.522  -0.156
6 I -3.810 0.990 -1.015  0.095
7 I -2.063 -2.331 0.538  0.023
8 H 2.253 -0.639 0.691  0.435
9 H 1.865 1.054 0.699  0.272
10 H 0.781 -0.058 1.077  0.132
11 H 0.933 -1.076 -1.372  0.236
12 H 1.967 0.410 -1.614  0.244

Properties
* calculated total energy: -98323.55955 eV
* HOMO energy (spin up / spin down): -8.50 / -8.50 eV
* charge: 0



# C2H5BrN

An isolated ion of composition C2H5BrN and charge +1 (wB97M-V/def2-TZVPD, OMol25).

Each line ends with the Mulliken charge.
Geometry (Å):
1 C -0.672 0.843 -0.069  -0.431
2 C 0.807 -0.567 -0.415  -0.262
3 N -0.388 -0.476 0.465  -0.113
4 Br 2.506 0.051 0.022  0.090
5 H -0.097 1.707 0.434  0.275
6 H -1.393 0.830 -0.771  0.361
7 H 0.408 -0.816 -1.369  0.451
8 H -0.069 -0.465 1.401  0.324
9 H -1.103 -1.107 0.302  0.305

Properties
* calculated total energy: -73676.59281 eV
* HOMO energy: -14.13 eV
* charge: +1